(1)
The following is a quantum chemistry calculation of a 2-piece molecular cluster, C2HF5O2P overall, from OMol25.

```
11
Properties=species:S:1:pos:R:3:forces:R:3
C 2.470493 -0.339052 -0.068346 3.63 2.80 -2.02
C 1.294486 0.121888 0.732918 -1.29 0.97 -1.00
O -0.209100 -1.073259 -1.209604 -0.18 0.10 0.23
O 0.117697 -2.183229 1.100040 -0.22 0.48 0.63
F 3.623528 0.344770 0.233345 -0.10 0.44 1.36
F 2.826774 -1.577559 0.059936 -0.68 -2.03 0.72
F 2.380975 -0.071054 -1.360149 -1.30 -0.22 -0.63
F 1.309692 2.154588 0.066667 -0.06 -3.33 1.20
F 1.542946 0.203813 1.991607 0.41 0.75 0.49
P -0.205885 -0.997274 0.269913 -1.47 1.23 -0.99
H -1.358544 -0.108928 0.681103 1.27 -1.19 0.00
```
Forces are in eV/Å.

Results
Gap between HOMO and LUMO: 8.7 eV
Total charge: -1
Energy relative to the best compared isomer or geometry (same formula, charge and spin): 263.1 kJ/mol

---

(2)
The following is a quantum chemistry calculation of a 4-piece molecular cluster, C2H12O4 overall, from OMol25.

```
18
Properties=species:S:1:pos:R:3:forces:R:3
C -2.786454 0.017308 0.978601 -0.62 0.88 -0.66
C -1.872600 -0.148323 2.144552 2.90 0.34 1.00
O -0.385893 -0.267545 1.852577 -2.19 -0.47 -0.71
H -3.380379 -0.865199 0.758940 -0.03 -0.05 -0.01
H -3.452993 0.872523 1.180062 -0.11 -0.52 0.03
H -2.297835 0.337018 0.057029 0.38 -0.20 0.05
H -2.154695 -1.000879 2.776270 0.04 0.28 -0.11
H -1.787739 0.765426 2.739258 -0.73 -0.25 0.14
H -0.355781 -0.776661 1.028777 0.42 0.03 0.19
O 0.793834 -0.190045 -1.436774 -1.18 0.55 -1.22
H 0.593180 -0.532117 -2.322015 0.73 -0.98 0.12
H 0.135905 0.519722 -1.550960 0.39 0.40 1.10
O 3.357893 -1.596610 -2.613245 0.02 -0.43 0.03
H 4.189267 -1.497799 -3.089600 -0.20 0.21 0.03
H 2.863874 -0.779468 -2.696481 0.21 0.25 0.00
O 2.404602 1.977583 -0.104598 0.06 0.28 -0.02
H 2.198803 1.097948 -0.434364 -0.11 -0.14 0.09
H 1.937010 2.067119 0.731971 0.01 -0.18 -0.05
```
Forces are in eV/Å.

Results
Gap between HOMO and LUMO: 10.7 eV
Energy relative to the best compared isomer or geometry (same formula, charge and spin): 112.4 kJ/mol

---

(3)
The following is a quantum chemistry calculation of a 2-piece molecular cluster, C7H11FN2 overall, from OMol25.

```
21
Properties=species:S:1:pos:R:3:forces:R:3
C -0.275433 2.447653 0.852954 0.58 0.67 -0.14
C 0.375207 1.743257 -0.153207 0.49 -0.49 -0.83
C 0.134064 0.454005 0.193867 0.17 -4.98 -1.27
C 1.262535 2.161315 -1.285365 1.51 -5.03 0.19
C -0.338750 -2.721615 -0.924405 -1.19 3.29 -2.24
C -1.090933 -0.681674 2.208207 0.62 -0.84 -2.17
C 0.503521 -1.470349 -1.219576 0.72 2.10 0.97
N -0.824144 1.647447 1.737768 -0.76 0.29 1.20
N -0.581679 0.382619 1.339038 0.28 1.60 0.49
F 0.207296 -0.838121 -2.380022 -0.67 -0.46 -0.05
H -0.227477 3.527564 0.936125 -0.45 -0.15 0.38
H 0.919652 1.631277 -2.242187 0.60 1.42 1.11
H 1.432663 3.159753 -1.270761 0.03 3.16 -0.72
H 2.348339 1.721380 -1.038111 -2.19 0.74 -0.69
H -1.367466 -2.241977 -1.079371 0.95 -1.45 0.58
H -0.179907 -3.546337 -1.630485 0.12 0.40 -0.03
H -0.133690 -3.029519 0.046035 0.00 -0.59 1.78
H -0.572492 -1.611605 1.857850 -0.61 0.69 0.74
H -1.050357 -0.512802 3.269649 0.90 0.45 0.23
H -2.137146 -0.732496 2.002960 -0.85 -0.50 -0.26
H 1.596196 -1.489775 -1.220965 -0.25 -0.31 0.70
```
Forces are in eV/Å.

Results
Gap between HOMO and LUMO: 8.7 eV
Energy relative to the best compared isomer or geometry (same formula, charge and spin): 297.8 kJ/mol

---

(4)
The following is a quantum chemistry calculation of C42H38N5PSn as an isolated structure, from OMol25.

```
87
Properties=species:S:1:pos:R:3:forces:R:3
Sn -0.658255 0.564384 1.060434 -0.41 -0.25 -0.12
C -1.220348 -0.484890 5.459191 -0.02 0.02 0.00
C -1.486896 0.016082 4.180092 -0.08 -0.02 0.01
N -0.533542 0.268126 3.309138 0.03 0.11 -0.15
C 0.768887 0.046069 3.634383 0.32 0.01 -0.08
C 1.123004 -0.473155 4.894587 0.02 0.05 -0.08
C 0.078891 -0.731851 5.808231 0.03 -0.01 0.02
C 2.490309 -0.691908 5.190149 -0.05 -0.01 0.03
C 3.431645 -0.406664 4.249115 0.07 0.01 -0.01
C 3.082389 0.108301 2.979735 -0.14 -0.04 -0.05
C 1.774063 0.354514 2.649180 -0.21 0.11 0.26
N 1.311227 0.914712 1.446147 0.34 -0.17 -0.09
C 1.756471 2.162049 0.977599 -0.20 0.28 0.13
C 3.057179 2.533210 0.747872 -0.13 -0.06 -0.04
C 3.384407 3.852522 0.360772 0.05 0.01 0.00
C 2.430163 4.810467 0.198834 -0.04 0.00 -0.02
C 1.070004 4.477342 0.405989 0.04 -0.06 0.04
C 0.014385 5.408893 0.310225 0.02 0.00 -0.03
C -1.276966 5.021982 0.553291 0.00 -0.01 0.02
C -1.527530 3.682520 0.862150 -0.06 0.02 0.00
N -0.560180 2.792305 0.963790 0.04 -0.07 0.06
C 0.738397 3.158013 0.769983 0.28 -0.06 0.05
H -2.035632 -0.670515 6.141926 -0.02 0.01 0.01
H -2.504879 0.209195 3.863967 -0.01 0.00 -0.02
H 0.320693 -1.122195 6.788565 0.01 -0.02 0.01
H 2.768816 -1.079936 6.160375 0.00 -0.01 0.01
H 4.477898 -0.573227 4.465533 0.01 0.00 0.01
H 3.870657 0.292961 2.267244 0.01 0.04 -0.05
H 3.856606 1.817247 0.853344 0.01 -0.05 0.03
H 4.425081 4.096948 0.199834 0.02 0.01 -0.01
H 2.692543 5.820396 -0.084591 0.01 0.02 0.00
H 0.240741 6.434612 0.048115 0.00 0.02 -0.01
H -2.098065 5.720821 0.498576 -0.02 0.01 0.00
H -2.539755 3.328387 1.013288 -0.01 -0.01 0.01
C -1.232020 2.898898 -2.381708 0.09 0.03 0.04
C -0.424568 2.090826 -3.356935 -0.02 0.03 0.06
C -0.079237 2.640245 -4.584565 0.02 0.01 0.00
C 0.663933 1.928549 -5.513797 0.01 0.00 0.00
C 1.070259 0.636307 -5.227967 -0.01 0.01 -0.01
C 0.725967 0.063103 -4.014853 0.02 0.02 0.01
C -0.009943 0.781058 -3.070257 -0.05 -0.01 -0.02
P -0.561457 -0.064420 -1.555053 -0.16 0.02 -0.01
C 0.072425 -1.760942 -1.725829 -0.08 0.04 0.02
C -0.803333 -2.802488 -2.027223 -0.06 0.02 0.04
C -0.333490 -4.096198 -2.182338 0.06 -0.03 -0.05
C 1.021184 -4.354802 -2.024261 -0.05 -0.03 0.00
C 1.889926 -3.321639 -1.710645 0.02 0.00 0.03
C 1.441128 -2.011654 -1.566715 0.06 -0.01 0.05
C 2.443461 -0.920263 -1.311975 -0.01 0.08 0.06
C -2.372109 -0.145672 -1.693149 -0.05 -0.04 0.05
C -2.925942 -0.323040 -2.966697 0.03 0.01 0.00
C -4.293083 -0.348584 -3.153943 -0.01 0.00 0.00
C -5.133903 -0.185723 -2.059663 0.01 -0.01 0.00
C -4.599217 -0.000564 -0.798558 0.02 0.03 -0.01
C -3.219590 0.022518 -0.583749 0.13 0.04 -0.11
C -2.758746 0.247787 0.840211 0.04 -0.07 0.00
H -1.399388 3.907247 -2.755611 0.01 0.00 -0.02
H -0.698436 2.982796 -1.432723 -0.05 -0.01 -0.12
H -2.208079 2.447679 -2.188585 0.00 0.01 0.01
H -0.402069 3.647198 -4.815541 -0.01 0.02 0.00
H 0.919321 2.382897 -6.461214 0.00 0.01 -0.01
H 1.641056 0.067484 -5.948595 0.01 -0.01 -0.01
H 1.025388 -0.956289 -3.817775 -0.03 0.00 -0.02
H -1.860561 -2.604776 -2.146487 0.01 0.00 -0.02
H -1.016442 -4.890901 -2.452008 -0.01 -0.01 0.03
H 1.404667 -5.357873 -2.160592 0.00 -0.01 0.00
H 2.947134 -3.527444 -1.592419 0.02 0.00 -0.02
H 3.265437 -1.289458 -0.698768 0.01 0.00 0.00
H 2.010666 -0.055999 -0.802654 0.01 -0.07 -0.01
H 2.866353 -0.564719 -2.253620 0.02 0.01 0.00
H -2.268959 -0.427007 -3.821438 0.02 -0.02 -0.02
H -4.703144 -0.485482 -4.144858 0.00 0.00 -0.01
H -6.207080 -0.195591 -2.192102 -0.02 0.00 0.00
H -5.262608 0.137567 0.046340 -0.01 -0.01 0.01
H -2.971963 -0.632391 1.451271 0.03 -0.03 -0.01
H -3.323204 1.074078 1.275177 0.05 0.02 0.06
C -0.844953 -5.091378 1.252891 -0.04 -0.07 0.03
N 0.187438 -4.095073 1.543700 0.06 -0.08 0.04
C 1.557434 -4.552477 1.786994 0.03 -0.01 0.00
C -0.056655 -2.835416 1.392956 -0.11 0.25 -0.13
N -0.289319 -1.706904 1.268217 0.06 0.04 0.13
H -0.848865 -5.830302 2.052690 -0.02 0.00 -0.01
H -0.634982 -5.579106 0.301202 0.00 0.00 0.00
H -1.817338 -4.607491 1.209154 0.00 -0.01 -0.02
H 1.559698 -5.220196 2.647535 0.02 0.00 -0.02
H 2.194082 -3.695060 1.991660 0.01 -0.01 0.02
H 1.931335 -5.076617 0.907836 0.01 -0.02 0.00
```
Forces are in eV/Å.

Results
Gap between HOMO and LUMO: 7.6 eV
Total charge: +2
Energy relative to the best compared isomer or geometry (same formula, charge and spin): 29.3 kJ/mol